1.
{
  "formula": "C12H13N2",
  "method": "ωB97M-V with the def2-TZVPD basis set",
  "e_homo_ev": -12.3,
  "e_lumo_ev": -4.707,
  "homo_lumo_gap_ev": 7.6,
  "charge": 1,
  "species": ["C", "C", "C", "C", "C", "C", "C", "C", "C", "C", "C", "C", "N", "N", "H", "H", "H", "H", "H", "H", "H", "H", "H", "H", "H", "H", "H"],
  "positions_angstrom": [[-3.768, 0.203, 0.491], [-2.718, 0.632, 1.271], [-3.591, -0.671, -0.510], [-1.474, 0.131, 1.013], [-2.295, -1.130, -0.833], [-1.228, -0.682, -0.109], [3.558, -1.120, 0.557], [2.263, -1.563, 0.421], [3.794, 0.276, 0.397], [2.783, 1.061, -0.157], [1.211, -0.750, -0.007], [0.543, 1.582, -0.820], [1.539, 0.564, -0.428], [0.016, -1.248, -0.147], [-4.727, 0.560, 0.740], [-2.980, 1.267, 2.216], [-4.523, -1.021, -1.058], [-0.809, 0.396, 1.812], [-2.250, -1.839, -1.533], [4.188, -1.933, 0.823], [2.209, -2.658, 0.665], [4.674, 0.827, 0.472], [2.903, 2.135, -0.400], [0.918, 2.378, -1.340], [-0.074, 1.024, -1.484], [-0.146, 1.764, -0.033], [0.057, -2.677, 0.580]],
  "atomic_forces_ev_per_a": [[-0.378, 1.069, 0.859], [-0.773, 0.955, 1.938], [-0.562, -1.429, -2.106], [-0.681, 0.924, 0.607], [-1.855, 2.258, 1.870], [-0.943, 0.701, 2.282], [-1.729, 1.413, -0.112], [1.752, -1.195, 0.362], [-1.872, 0.135, -1.602], [0.699, -0.959, 0.711], [1.388, 1.899, -0.782], [-1.407, -3.751, 0.242], [0.391, -0.393, 1.597], [-0.058, -5.860, 1.203], [-1.135, 0.238, 0.114], [0.892, -1.169, -1.944], [1.613, 0.275, 0.539], [1.247, -0.300, -0.253], [0.734, -2.607, -2.791], [1.344, 0.250, 0.313], [-1.009, 1.257, -0.471], [1.741, 0.103, 0.529], [0.086, -0.961, 0.259], [1.379, 1.979, -0.815], [-0.720, -0.027, -1.089], [-0.005, 0.878, 0.918], [-0.138, 4.315, -2.376]],
  "nbo_charge": [-0.193, -0.172, -0.182, -0.268, -0.197, 0.125, -0.082, -0.281, -0.275, 0.093, 0.420, -0.408, -0.315, -0.496, 0.227, 0.239, 0.242, 0.229, 0.224, 0.249, 0.248, 0.249, 0.239, 0.235, 0.223, 0.237, 0.389]
}

=====

2.
{
  "formula": "C23H20ClF5N3ORhSe",
  "method": "ωB97M-V with the def2-TZVPD basis set",
  "e_homo_ev": -7.9,
  "e_lumo_ev": -0.696,
  "homo_lumo_gap_ev": 7.2,
  "charge": 0,
  "species": ["Rh", "N", "C", "C", "C", "N", "C", "C", "H", "H", "H", "H", "H", "H", "C", "N", "C", "C", "C", "O", "H", "H", "H", "H", "H", "H", "H", "H", "H", "C", "C", "C", "C", "C", "C", "C", "C", "H", "H", "H", "H", "H", "Cl", "F", "C", "C", "F", "C", "F", "C", "Se", "C", "F", "C", "F"],
  "positions_angstrom": [[0.115, -0.294, -0.744], [-3.590, -5.050, -0.962], [-2.933, -3.854, -0.971], [-2.297, -3.380, -2.122], [-1.635, -2.178, -2.083], [-1.560, -1.406, -0.982], [-2.213, -1.847, 0.112], [-2.904, -3.030, 0.157], [-3.422, -5.703, -1.706], [-3.861, -5.446, -0.079], [-2.312, -3.950, -3.041], [-1.139, -1.782, -2.958], [-2.170, -1.197, 0.972], [-3.407, -3.319, 1.070], [4.532, -0.099, -1.061], [3.887, 1.157, -1.418], [4.688, 2.141, -2.131], [2.597, 1.367, -1.150], [1.972, 2.637, -1.632], [1.975, 0.517, -0.470], [5.344, 0.084, -0.356], [4.936, -0.568, -1.958], [3.802, -0.757, -0.602], [5.724, 1.813, -2.112], [4.632, 3.119, -1.656], [4.375, 2.235, -3.172], [2.419, 3.491, -1.119], [0.913, 2.603, -1.413], [2.112, 2.753, -2.705], [0.480, -1.298, 0.966], [0.545, -1.322, 2.182], [0.575, -1.401, 3.614], [0.369, -2.613, 4.278], [0.389, -2.666, 5.662], [0.602, -1.511, 6.404], [0.808, -0.304, 5.751], [0.805, -0.247, 4.366], [0.197, -3.508, 3.695], [0.236, -3.612, 6.164], [0.607, -1.553, 7.485], [0.980, 0.599, 6.322], [0.981, 0.689, 3.852], [0.245, 0.313, -3.083], [-3.493, 4.790, -3.740], [-2.947, 4.020, -2.801], [-3.362, 2.710, -2.647], [-4.319, 2.223, -3.438], [-2.795, 1.921, -1.662], [-3.264, 0.679, -1.553], [-1.795, 2.391, -0.821], [-0.973, 1.330, 0.561], [-1.417, 3.717, -0.991], [-0.478, 4.270, -0.213], [-1.975, 4.530, -1.962], [-1.581, 5.799, -2.096]],
  "atomic_forces_ev_per_a": [[0.506, -0.744, -0.300], [-0.005, 0.032, -0.008], [-0.059, -0.087, 0.003], [-0.049, 0.046, -0.050], [-0.030, 0.228, -0.052], [0.088, -0.989, 0.179], [-0.109, 0.248, -0.096], [-0.064, 0.091, -0.028], [-0.004, 0.007, 0.000], [0.002, -0.001, -0.003], [-0.001, 0.012, -0.008], [0.086, -0.053, 0.019], [0.069, -0.040, 0.060], [0.011, 0.003, 0.009], [-0.007, 0.025, 0.012], [0.021, 0.083, 0.003], [0.011, -0.034, -0.018], [-0.062, -0.169, 0.058], [-0.031, 0.034, 0.067], [0.291, 0.115, -0.187], [0.005, -0.003, 0.001], [0.009, 0.002, 0.000], [0.001, 0.000, 0.010], [0.001, 0.010, 0.004], [-0.004, 0.003, 0.001], [0.003, -0.010, -0.005], [0.007, -0.008, 0.002], [0.016, -0.007, -0.015], [0.000, 0.011, -0.008], [-0.531, 1.503, 0.008], [0.015, -0.462, -0.015], [0.119, -0.073, -0.087], [-0.012, 0.000, 0.020], [-0.008, 0.008, -0.002], [-0.015, -0.009, -0.006], [0.021, 0.018, -0.007], [0.007, -0.014, 0.044], [0.006, 0.000, -0.005], [-0.011, 0.002, 0.005], [0.013, -0.001, 0.002], [-0.003, -0.002, 0.004], [-0.029, 0.000, 0.000], [-0.167, 0.146, 0.118], [0.012, -0.017, 0.024], [-0.026, 0.005, -0.022], [0.025, 0.026, 0.019], [0.017, -0.006, -0.005], [-0.070, 0.000, -0.059], [0.029, -0.004, 0.071], [0.105, -0.015, 0.099], [-0.205, 0.058, 0.162], [0.007, 0.093, -0.040], [-0.011, -0.039, 0.022], [0.005, -0.001, -0.006], [0.007, -0.018, 0.004]],
  "nbo_charge": [0.728, -0.774, 0.239, -0.316, 0.070, -0.441, 0.113, -0.317, 0.393, 0.394, 0.222, 0.246, 0.239, 0.223, -0.417, -0.394, -0.412, 0.747, -0.703, -0.657, 0.201, 0.202, 0.253, 0.216, 0.211, 0.211, 0.233, 0.255, 0.245, -0.213, -0.182, -0.034, -0.202, -0.215, -0.219, -0.213, -0.198, 0.214, 0.211, 0.211, 0.213, 0.220, -0.679, -0.283, 0.281, 0.302, -0.293, 0.337, -0.297, -0.343, 0.181, 0.328, -0.302, 0.258, -0.289]
}

=====

3.
{
  "formula": "C22H34ClN6O",
  "method": "ωB97M-V with the def2-TZVPD basis set",
  "e_homo_ev": -11.1,
  "e_lumo_ev": -2.134,
  "homo_lumo_gap_ev": 9.0,
  "charge": 1,
  "species": ["C", "H", "C", "C", "H", "C", "H", "H", "C", "C", "N", "N", "N", "N", "C", "H", "H", "C", "C", "H", "C", "H", "C", "H", "H", "O", "H", "H", "H", "H", "N", "H", "C", "H", "C", "N", "C", "C", "C", "C", "C", "C", "C", "H", "H", "H", "H", "H", "Cl", "H", "C", "C", "H", "H", "H", "H", "H", "H", "H", "H", "H", "H", "H", "H"],
  "positions_angstrom": [[3.213, -3.361, -0.086], [3.606, -2.385, -0.362], [1.917, -3.675, -0.823], [0.759, -2.754, -0.428], [0.641, -2.794, 0.656], [0.979, -1.318, -0.906], [1.178, -1.356, -1.980], [1.869, -0.883, -0.449], [-0.226, -0.386, -0.674], [-0.296, 0.594, -1.794], [0.230, 1.800, -1.751], [0.002, 2.350, -2.936], [-0.624, 1.559, -3.690], [-0.840, 0.422, -3.020], [-1.613, -0.657, -3.567], [-1.644, -0.507, -4.647], [-1.130, -1.609, -3.333], [-3.045, -0.641, -3.008], [-3.969, -1.623, -3.732], [-4.485, -1.157, -4.566], [-4.911, -2.061, -2.613], [-5.366, -3.031, -2.795], [-3.969, -2.079, -1.416], [-4.470, -1.898, -0.463], [-3.423, -3.031, -1.359], [-3.038, -1.019, -1.630], [-5.696, -1.320, -2.465], [-3.395, -2.475, -4.100], [-3.435, 0.385, -3.074], [-1.160, -0.959, -0.630], [-0.112, 0.427, 0.573], [0.658, 1.106, 0.406], [0.211, -0.336, 1.797], [1.227, -0.721, 1.714], [0.095, 0.599, 3.034], [0.180, 1.985, 2.655], [1.470, 2.481, 2.335], [1.829, 2.838, 1.034], [3.115, 3.277, 0.758], [4.058, 3.375, 1.767], [3.681, 3.066, 3.061], [2.400, 2.629, 3.373], [2.039, 2.375, 4.805], [0.968, 2.470, 4.957], [2.357, 1.382, 5.125], [2.548, 3.094, 5.441], [4.399, 3.180, 3.859], [5.058, 3.710, 1.548], [3.522, 3.684, -0.872], [1.129, 2.850, 0.209], [-0.953, 2.358, 1.842], [-1.321, 1.247, 0.830], [-1.677, 1.687, -0.099], [-2.098, 0.585, 1.216], [-1.810, 2.529, 2.502], [-0.735, 3.297, 1.334], [-0.866, 0.445, 3.533], [0.885, 0.354, 3.741], [-0.486, -1.171, 1.881], [-0.162, -3.135, -0.875], [2.085, -3.609, -1.900], [1.625, -4.702, -0.598], [3.058, -3.385, 0.991], [3.966, -4.102, -0.334]],
  "atomic_forces_ev_per_a": [[-0.140, -0.081, -0.188], [0.100, 0.114, 0.020], [-0.063, 0.076, 0.258], [0.259, -0.040, -0.221], [-0.096, -0.015, 0.076], [-0.174, -0.299, 0.247], [-0.001, 0.102, 0.029], [0.098, 0.104, -0.058], [0.118, -0.448, -0.481], [-0.286, 0.313, -0.627], [0.024, -0.839, 0.943], [0.346, 1.072, -0.274], [-0.624, -0.375, -1.261], [0.877, 0.377, 1.399], [-0.854, -0.241, -0.069], [0.087, -0.056, 0.081], [-0.028, 0.044, -0.079], [0.107, 0.064, -0.484], [0.070, 0.098, 0.271], [0.028, 0.003, -0.088], [0.208, 0.077, 0.113], [-0.070, -0.029, 0.000], [-0.269, -0.349, 0.105], [0.026, -0.064, -0.049], [-0.085, 0.061, 0.026], [0.146, 0.180, -0.059], [-0.046, -0.017, 0.003], [0.017, -0.056, -0.068], [0.091, -0.123, -0.042], [0.171, 0.176, 0.110], [0.269, 0.380, -0.296], [-0.157, -0.304, 0.046], [0.238, -0.301, 0.756], [-0.082, 0.003, -0.151], [-0.014, -0.155, -0.026], [-0.039, 0.178, 0.023], [0.356, 0.138, 0.034], [0.067, 0.151, 0.016], [0.033, -0.077, 0.188], [-0.035, 0.036, -0.201], [-0.147, -0.079, -0.131], [0.023, -0.036, -0.034], [0.031, 0.007, 0.002], [-0.062, -0.010, 0.083], [-0.037, -0.083, 0.085], [0.011, 0.016, 0.088], [0.093, 0.029, 0.099], [0.111, 0.057, -0.056], [0.036, 0.037, -0.020], [-0.078, -0.022, -0.034], [-0.198, 0.088, 0.011], [-0.620, 0.605, 0.161], [0.072, -0.148, 0.046], [0.130, -0.083, -0.040], [-0.009, -0.005, -0.168], [-0.044, -0.070, -0.022], [0.055, -0.070, 0.009], [-0.082, -0.073, -0.007], [0.052, 0.020, -0.141], [-0.111, 0.036, 0.046], [-0.053, -0.064, -0.079], [-0.012, -0.029, -0.095], [0.024, 0.012, 0.147], [0.144, -0.015, 0.032]],
  "nbo_charge": [-0.611, 0.200, -0.393, -0.394, 0.196, -0.421, 0.233, 0.226, -0.092, 0.326, -0.347, -0.030, -0.034, -0.182, -0.242, 0.256, 0.218, 0.092, -0.429, 0.240, -0.428, 0.235, -0.066, 0.197, 0.169, -0.572, 0.216, 0.208, 0.192, 0.284, -0.446, 0.531, -0.246, 0.233, -0.221, -0.470, 0.216, -0.363, -0.005, -0.234, -0.158, -0.057, -0.644, 0.228, 0.218, 0.237, 0.224, 0.239, 0.033, 0.247, -0.226, -0.250, 0.252, 0.222, 0.221, 0.236, 0.211, 0.239, 0.227, 0.205, 0.201, 0.216, 0.201, 0.230]
}

=====

4.
{
  "formula": "C33H25FNO4PPdSe",
  "method": "ωB97M-V with the def2-TZVPD basis set",
  "e_homo_ev": [0.8, 0.8],
  "e_lumo_ev": [3.851, 3.851],
  "homo_lumo_gap_ev": [3.0, 3.0],
  "charge": -2,
  "species": ["Pd", "C", "C", "C", "C", "C", "C", "C", "F", "C", "C", "C", "O", "C", "C", "N", "C", "C", "O", "O", "H", "H", "H", "H", "H", "H", "H", "H", "H", "H", "H", "O", "C", "C", "C", "C", "C", "C", "C", "P", "C", "C", "C", "C", "C", "C", "C", "C", "C", "C", "C", "C", "H", "H", "H", "H", "H", "H", "H", "H", "H", "H", "H", "H", "H", "H", "Se"],
  "positions_angstrom": [[-0.102, -1.360, -0.536], [3.693, 4.728, -2.075], [3.584, 4.148, -0.660], [4.878, 4.317, 0.132], [5.988, 3.458, -0.460], [5.512, 2.036, -0.600], [6.438, 0.998, -0.606], [5.997, -0.309, -0.713], [6.934, -1.294, -0.729], [4.671, -0.635, -0.795], [3.722, 0.397, -0.772], [2.315, 0.081, -0.870], [1.918, -1.089, -1.056], [1.391, 1.178, -0.808], [1.855, 2.440, -0.745], [3.196, 2.749, -0.699], [4.147, 1.743, -0.689], [-0.057, 0.868, -0.623], [-0.981, 1.393, -1.343], [-1.541, 0.824, 1.322], [4.008, 5.773, -2.037], [2.728, 4.670, -2.577], [4.415, 4.159, -2.662], [2.794, 4.687, -0.132], [4.698, 3.996, 1.162], [5.161, 5.371, 0.145], [6.868, 3.487, 0.186], [6.303, 3.861, -1.429], [7.495, 1.214, -0.522], [4.319, -1.656, -0.873], [1.185, 3.289, -0.689], [0.595, 0.085, 1.599], [-0.282, 0.391, 0.747], [-2.679, 0.915, 0.591], [-3.399, 2.105, 0.595], [-4.615, 2.180, -0.061], [-5.140, 1.068, -0.706], [-4.452, -0.138, -0.657], [-3.243, -0.239, 0.014], [-2.193, -1.720, 0.076], [-3.306, -2.980, -0.626], [-4.102, -3.815, 0.146], [-4.899, -4.778, -0.463], [-4.910, -4.902, -1.843], [-4.121, -4.063, -2.621], [-3.316, -3.114, -2.016], [-2.155, -2.132, 1.862], [-3.135, -1.709, 2.756], [-3.041, -2.025, 4.103], [-1.968, -2.773, 4.567], [-0.994, -3.206, 3.678], [-1.078, -2.883, 2.331], [-2.968, 2.975, 1.074], [-5.159, 3.119, -0.082], [-6.087, 1.138, -1.230], [-4.867, -1.021, -1.131], [-4.084, -3.729, 1.225], [-5.503, -5.440, 0.147], [-5.522, -5.663, -2.315], [-4.103, -4.179, -3.698], [-2.652, -2.489, -2.599], [-3.964, -1.114, 2.389], [-3.804, -1.675, 4.792], [-1.887, -3.003, 5.624], [-0.154, -3.788, 4.039], [-0.324, -3.222, 1.629], [-0.022, -3.702, -1.185]],
  "atomic_forces_ev_per_a": [[-1.217, -0.895, -0.736], [-0.047, -0.110, 0.116], [0.180, 0.356, -0.141], [-0.003, -0.137, -0.014], [-0.105, 0.082, 0.040], [0.747, -0.153, 0.029], [-0.387, 0.431, -0.008], [-0.146, -0.234, -0.039], [0.081, -0.048, 0.007], [-0.015, 0.145, 0.031], [0.636, 0.198, 0.021], [-0.489, -0.335, -0.200], [0.931, 0.532, 0.027], [-0.248, -0.356, 0.064], [0.280, -0.123, -0.079], [-0.048, -0.077, 0.138], [-0.427, -0.170, -0.096], [-0.807, 0.149, 1.006], [0.215, 0.586, -0.217], [-0.419, 0.116, -0.108], [0.003, 0.008, -0.016], [0.017, -0.015, -0.020], [-0.006, 0.030, -0.044], [-0.038, -0.083, 0.007], [-0.017, 0.055, 0.010], [-0.026, 0.011, 0.019], [0.011, -0.023, -0.012], [-0.034, -0.017, -0.010], [0.020, -0.047, 0.002], [0.007, -0.007, 0.020], [-0.078, -0.030, -0.040], [-0.222, 0.268, 0.148], [1.216, 0.822, -0.114], [-0.046, -0.324, 0.133], [0.011, 0.075, 0.014], [-0.011, -0.062, -0.017], [-0.136, 0.069, -0.031], [0.045, -0.065, 0.148], [0.115, 0.286, -0.019], [0.543, -0.234, 0.101], [0.170, -0.093, -0.202], [-0.003, 0.130, -0.034], [-0.069, -0.050, -0.016], [-0.044, -0.060, 0.016], [0.006, 0.070, 0.018], [-0.041, -0.017, 0.020], [-0.075, -0.088, 0.008], [0.048, 0.033, -0.107], [-0.095, 0.051, 0.025], [0.028, -0.009, 0.039], [-0.061, 0.017, 0.063], [-0.086, -0.039, 0.068], [0.052, -0.041, 0.006], [0.017, 0.016, 0.015], [0.018, -0.024, -0.012], [-0.028, 0.033, -0.005], [0.004, -0.027, -0.003], [0.006, 0.006, -0.002], [0.000, 0.001, 0.009], [-0.002, 0.025, -0.004], [0.036, -0.053, -0.031], [0.004, 0.009, 0.046], [0.018, -0.009, 0.002], [-0.002, -0.025, -0.013], [0.020, 0.010, -0.027], [0.020, 0.025, -0.081], [-0.025, -0.563, 0.087]],
  "nbo_charge": [0.466, -0.620, -0.021, -0.399, -0.419, -0.062, -0.269, 0.356, -0.344, -0.219, -0.141, 0.492, -0.600, -0.141, 0.071, -0.394, 0.232, 0.148, -0.795, -0.556, 0.196, 0.226, 0.208, 0.205, 0.215, 0.201, 0.211, 0.202, 0.208, 0.271, 0.212, -0.776, 0.507, 0.411, -0.271, -0.201, -0.299, -0.124, -0.465, 1.131, -0.348, -0.157, -0.237, -0.233, -0.230, -0.152, -0.376, -0.197, -0.242, -0.228, -0.226, -0.104, 0.206, 0.186, 0.188, 0.206, 0.210, 0.189, 0.188, 0.197, 0.247, 0.215, 0.190, 0.187, 0.198, 0.268, -1.193]
}

=====

Table of max |F| (eV/A), in record order: 5.98, 1.59, 1.69, 1.68
Table of E_tot (hartree), in record order: -574.195396, -4599.429777, -1722.424182, -4598.800125